A single C4H5N3 molecule at a distorted geometry, computed with the ωB97M-V functional and the def2-TZVPD basis.

Geometry (Å):
C1 -1.64189 0.04684 0.16316
N1 -0.48525 -0.38030 -0.61606
C2 0.74981 -0.31208 0.13334
C3 1.87054 -0.87621 -0.64578
N2 2.75011 -1.32066 -1.24814
C4 1.10388 1.05936 0.60049
N3 1.29068 2.14360 0.95549
H1 -1.76877 -0.63175 1.01345
H2 -2.53372 -0.03069 -0.46235
H3 -1.56533 1.07586 0.54750
H4 -0.40309 0.16095 -1.47124
H5 0.63303 -0.93493 1.03015

## Properties
SMILES: CNC(C#N)C#N
frontier orbital gap: 11.1464 eV
highest occupied orbital energy: -10.5645 eV

A molecular structure, C31H31FIrN2O7P at a distorted geometry, computed with the ωB97M-V functional and the def2-TZVPD basis.

Geometry (Å):
Ir1 0.00115 -0.33160 -1.16492
C1 -1.54202 1.59076 1.97047
C2 -0.50816 1.12942 2.94776
C3 -0.46256 1.69953 4.21789
C4 0.45359 1.28388 5.16940
C5 1.34748 0.27008 4.86929
C6 1.32539 -0.31021 3.61138
C7 0.41080 0.11375 2.64305
P1 0.42922 -0.80139 1.05495
C8 2.10928 -1.50213 1.06429
C9 2.26813 -2.88148 1.10408
C10 3.53205 -3.45061 1.01037
C11 4.63754 -2.63086 0.88659
C12 4.48052 -1.25128 0.86021
C13 3.22742 -0.66337 0.93833
C14 3.09374 0.83400 0.86506
C15 -0.69506 -2.17798 1.32028
C16 -1.18935 -2.59947 2.54824
C17 -2.20845 -3.54096 2.58843
C18 -2.76743 -3.99438 1.39992
C19 -2.26743 -3.56062 0.17813
C20 -1.18183 -2.69423 0.13064
C21 -0.52769 -2.31875 -1.15482
H1 -2.10548 2.43372 2.36628
H2 -2.26041 0.79441 1.75236
H3 -1.09595 1.88451 1.02567
H4 -1.16769 2.48520 4.46069
H5 0.46888 1.75268 6.14533
H6 2.06255 -0.07010 5.60684
H7 2.02205 -1.10417 3.38172
H8 1.39875 -3.51855 1.21018
H9 3.64331 -4.52688 1.02083
H10 5.62628 -3.06228 0.79580
H11 5.35188 -0.61569 0.75310
H12 4.04888 1.29272 0.61367
H13 2.75488 1.25277 1.81504
H14 2.37108 1.12080 0.09782
H15 -0.78567 -2.19359 3.46759
H16 -2.57497 -3.90307 3.53980
H17 -3.59248 -4.69479 1.42460
H18 -2.69272 -3.92739 -0.74875
H19 -1.10734 -2.60018 -2.03321
H20 0.50101 -2.68535 -1.23254
C22 1.23396 -2.06250 -4.82512
C23 1.48620 -0.92316 -3.86031
C24 2.34225 0.17526 -4.47052
O1 0.24041 -0.32360 -3.42826
C25 2.22669 -1.41838 -2.62154
O2 3.10156 -2.24839 -2.70938
O3 1.89057 -0.80543 -1.51401
H21 0.76238 -1.69802 -5.74022
H22 0.59372 -2.82336 -4.36960
H23 2.18243 -2.53195 -5.07118
H24 1.89920 0.53736 -5.39953
H25 3.33718 -0.21737 -4.67551
H26 2.42853 1.01103 -3.77513
H27 -0.49157 -0.91465 -3.64960
F1 -1.89756 6.39860 -2.58093
C26 -2.46000 5.52841 -1.73722
C27 -2.76083 4.29085 -2.12371
N1 -3.37130 3.38099 -1.28374
C28 -3.48713 1.99324 -1.68669
C29 -2.19826 1.21974 -1.48143
O4 -2.16123 0.02071 -1.89046
O5 -1.22218 1.76399 -0.93148
C30 -3.65717 3.69576 0.02894
O6 -4.16679 2.91551 0.80546
N2 -3.33495 4.99041 0.38713
C31 -2.73445 5.98831 -0.38169
O7 -2.49545 7.08166 0.06957
H28 -2.53628 3.94930 -3.12460
H29 -3.76950 1.93317 -2.73700
H30 -4.26301 1.52581 -1.08570
H31 -3.55060 5.23978 1.34158

## Properties
frontier orbital gap: 8.3856 eV
highest occupied orbital energy: -8.3365 eV

A molecular structure, C20H21N5O6RhS, computed with the ωB97M-V functional and the def2-TZVPD basis.

Geometry (Å):
Rh1 -0.86448 0.42111 -0.88238
O1 0.81313 1.41689 -0.27012
C1 1.35244 1.36663 0.84861
C2 0.86057 0.67980 1.99307
C3 1.66978 0.67135 3.14801
C4 1.21949 0.04514 4.27040
C5 -0.03815 -0.56985 4.31501
C6 -0.84573 -0.56322 3.20973
C7 -0.41703 0.05395 2.01194
O2 -1.24513 0.02809 1.00988
N1 2.07474 0.01855 5.46706
O3 3.11614 0.63363 5.41566
O4 1.67399 -0.61923 6.41378
H1 2.29518 1.91279 0.94741
H2 2.63893 1.15219 3.15002
H3 -0.35378 -1.04575 5.23305
H4 -1.82533 -1.01827 3.22861
C8 1.46480 -1.41890 -1.17243
N2 -0.04097 -1.45442 -1.30314
C9 -0.54424 -2.50140 -0.32673
N3 0.05352 -3.78622 -0.57618
C10 1.50706 -3.66944 -0.44444
N4 2.05275 -2.71075 -1.40868
C11 1.70652 -3.15550 -2.76024
N5 0.25572 -3.26273 -2.92248
C12 -0.34387 -1.97779 -2.69760
C13 -0.26145 -4.21547 -1.93873
H5 1.69308 -1.08954 -0.15801
H6 1.83914 -0.68982 -1.89268
H7 -1.62901 -2.54656 -0.43268
H8 -0.29243 -2.16344 0.67625
H9 1.96145 -4.64418 -0.61719
H10 1.75207 -3.34213 0.56757
H11 2.15791 -4.13078 -2.93872
H12 2.10260 -2.44664 -3.48867
H13 -1.42712 -2.04808 -2.79138
H14 0.04115 -1.24667 -3.40857
H15 0.18991 -5.19084 -2.11756
H16 -1.34298 -4.30299 -2.05143
O5 -1.03067 6.80646 -0.53782
C14 -1.02521 5.64357 0.13310
O6 -0.66575 5.59109 1.27242
C15 -1.47545 4.40848 -0.60488
C16 -1.91889 3.35846 0.16335
C17 -2.31674 2.15940 -0.44507
C18 -2.19982 2.01613 -1.83893
S1 -2.36942 0.39686 -2.49602
C19 -1.74545 3.09939 -2.62067
C20 -1.41208 4.27706 -2.00461
H17 -1.43740 6.71753 -1.40832
H18 -1.98064 3.48247 1.23586
H19 -2.76801 1.38177 0.15433
H20 -1.63425 2.98313 -3.68957
H21 -1.04059 5.08870 -2.61921

## Properties
charge: +1
frontier orbital gap: 7.0817 eV
highest occupied orbital energy: -12.1683 eV

A molecular structure, C20H36AsCaN3O3PSi2, computed with the ωB97M-V functional and the def2-TZVPD basis.

Geometry (Å):
Ca1 -0.15309 0.46864 0.46342
C1 4.53609 -1.09510 3.63288
C2 3.60208 -1.77168 2.86097
C3 2.87563 -1.08011 1.90529
C4 3.10654 0.27796 1.71694
C5 4.04614 0.96267 2.48149
C6 4.75212 0.26605 3.44573
N1 2.32731 0.91500 0.70855
N2 2.83963 1.92203 0.19797
C7 2.06188 2.54284 -0.82943
C8 2.72178 3.44886 -1.63492
C9 2.01633 4.02448 -2.68340
C10 0.69015 3.67769 -2.87112
C11 0.10685 2.77246 -1.99459
N3 0.77794 2.21772 -0.98630
H1 5.10187 -1.62641 4.38621
H2 3.44278 -2.83266 2.99694
H3 2.16375 -1.60119 1.27574
H4 4.20584 2.02006 2.32539
H5 5.47758 0.78370 4.05845
H6 3.76097 3.67446 -1.44415
H7 2.50118 4.72970 -3.34454
H8 0.10875 4.09664 -3.67958
H9 -0.92932 2.47026 -2.09932
C12 -4.90068 -0.00835 -0.11989
O1 -3.89104 0.57257 0.73034
P1 -3.11212 1.87100 0.19110
O2 -4.10839 3.00343 0.76528
C13 -3.99521 4.34834 0.27850
O3 -1.91425 1.84085 1.35793
C14 -2.26521 1.93415 2.76291
H10 -5.19576 -0.94358 0.34486
H11 -4.48733 -0.20868 -1.10922
H12 -5.76174 0.65578 -0.18458
H13 -4.97447 4.80735 0.37418
H14 -3.69303 4.36069 -0.77067
H15 -3.27000 4.90374 0.87303
H16 -2.73920 2.89270 2.95600
H17 -1.34178 1.85871 3.33303
H18 -2.94351 1.12785 3.03275
C15 -2.83583 -3.41918 0.93079
Si1 -1.19052 -2.62412 0.52486
C16 -0.87034 -1.56555 2.11924
C17 0.13845 -3.94824 0.51382
As1 -1.39448 -1.26965 -1.34989
Si2 0.47613 -1.74720 -2.65718
C18 0.47916 -3.50461 -3.29621
C19 0.34947 -0.54798 -4.09739
C20 2.15660 -1.42879 -1.85660
H19 -2.75976 -4.05336 1.81765
H20 -3.18171 -4.03155 0.09715
H21 -3.59607 -2.65898 1.12346
H22 -1.03899 -2.24226 2.96137
H23 -1.62650 -0.77685 2.23624
H24 0.13435 -1.16327 2.31945
H25 0.18573 -4.45012 1.48373
H26 1.13228 -3.56249 0.27750
H27 -0.09805 -4.70356 -0.23801
H28 -0.45418 -3.73893 -3.80958
H29 0.61227 -4.22902 -2.49116
H30 1.30119 -3.63994 -4.00501
H31 -0.59913 -0.66359 -4.62429
H32 1.15879 -0.71268 -4.81321
H33 0.41320 0.48753 -3.75080
H34 2.36595 -2.10598 -1.02583
H35 2.25085 -0.40202 -1.49290
H36 2.94408 -1.57828 -2.60131

## Properties
charge: +1
frontier orbital gap: 5.3987 eV
highest occupied orbital energy: -9.6301 eV

A single C10H17NO2Si molecule at a distorted geometry, computed with the ωB97M-V functional and the def2-TZVPD basis.

Geometry (Å):
C1 -2.09122 -0.83430 -1.34845
C2 -0.93105 -1.42851 -1.16117
C3 -2.03812 -1.34438 0.92549
C4 -2.65255 -0.36789 -0.06402
C5 -0.57640 -1.40464 0.33971
C6 -2.32286 1.08334 0.19571
C7 0.32253 -0.38618 0.65965
C8 1.46677 1.68359 -1.16887
C9 2.72137 -1.12414 -1.26810
C10 3.08664 0.47911 1.32334
N1 -2.66680 1.84455 1.28706
O1 -3.25740 1.28987 2.23175
O2 -2.26236 3.00451 1.31239
Si1 1.87811 0.15591 -0.13232
H1 -2.49642 -0.43159 -2.33893
H2 -0.38191 -1.78112 -1.98871
H3 -2.16244 -0.66470 1.90283
H4 -2.66276 -2.27403 0.79363
H5 -3.73376 -0.48859 0.03344
H6 -0.14364 -2.29296 0.80993
H7 -2.05075 1.65885 -0.63982
H8 0.17138 0.17755 1.57768
H9 2.14203 1.93690 -1.91342
H10 0.47132 1.82247 -1.62668
H11 1.69898 2.50497 -0.40757
H12 1.85254 -1.79951 -1.64084
H13 3.52099 -0.85992 -1.95418
H14 3.09794 -1.89196 -0.59405
H15 2.54200 0.65608 2.26145
H16 3.75963 -0.23550 1.49863
H17 3.69822 1.31219 1.09444

## Properties
frontier orbital gap (alpha / beta): 9.0554 / 6.4798 eV
highest occupied orbital energy (alpha / beta): -9.5130 / -8.2917 eV

A molecular structure, C9H11NO3 at a distorted geometry, computed with the ωB97M-V functional and the def2-TZVPD basis.

Geometry (Å):
C1 0.28077 1.89225 1.73592
C2 -0.88802 1.24403 1.04302
C3 -1.36610 -1.01811 1.49768
C4 -0.78015 -0.90128 0.20787
C5 -0.40183 -2.01665 -0.73049
C6 0.29589 -1.69067 -1.89411
C7 0.60302 -0.36783 -2.09528
C8 0.12229 0.71470 -1.24396
C9 -0.50243 0.26877 -0.18363
H1 2.08071 1.56834 2.40501
H2 1.65826 -0.02649 1.66235
H3 -0.36739 2.62344 2.54599
H4 0.37056 2.90222 1.32444
H5 -1.62360 1.83800 0.80562
H6 -2.37588 -1.23973 1.27481
H7 -1.04411 -1.41539 2.16421
H8 -0.54222 -2.96945 -0.32279
H9 0.98819 -2.31594 -3.32235
H10 1.46003 0.90556 -3.75555
H11 0.57051 1.56115 -1.31166
N1 1.23205 1.04462 2.32236
O1 -1.60812 0.23352 1.86299
O2 0.52690 -2.70316 -2.72111
O3 1.31066 -0.13192 -3.27131

## Properties
frontier orbital gap: 8.3573 eV
highest occupied orbital energy: -8.2356 eV